No. 1
Formula: C32H28KN5P2SSe2
Source: the Open Molecules 2025 dataset
Level of theory: ωB97M-V with the def2-TZVPD basis set

Structure (XYZ):
```
71
Properties=species:S:1:pos:R:3
K 1.239 1.830 4.535
Se 1.344 3.521 -2.143
P 0.114 1.891 -1.665
C 0.589 0.342 -2.523
C 1.653 0.340 -3.413
C 1.956 -0.806 -4.124
C 1.175 -1.940 -3.983
C 0.091 -1.926 -3.119
C -0.195 -0.795 -2.378
C -1.618 2.115 -2.198
C -2.674 1.431 -1.607
C -3.967 1.675 -2.029
C -4.209 2.581 -3.049
C -3.154 3.236 -3.661
C -1.860 2.996 -3.241
C -0.002 1.650 0.107
C 0.771 1.174 1.185
N 0.182 1.638 2.303
N -0.848 2.369 1.947
N -0.981 2.393 0.649
P 2.030 -0.067 1.432
Se 2.307 -0.750 3.400
C 3.579 0.449 0.640
C 4.789 0.252 1.292
C 5.971 0.574 0.650
C 5.942 1.078 -0.642
C 4.732 1.278 -1.290
C 3.549 0.971 -0.646
C 1.381 -1.494 0.517
C 0.043 -1.786 0.759
C -0.519 -2.939 0.251
C 0.261 -3.813 -0.492
C 1.603 -3.539 -0.703
C 2.173 -2.383 -0.197
H 2.236 1.242 -3.556
H 2.791 -0.807 -4.808
H 1.392 -2.831 -4.556
H -0.544 -2.792 -3.023
H -1.033 -0.775 -1.696
H -2.486 0.727 -0.810
H -4.793 1.159 -1.560
H -5.223 2.782 -3.357
H -3.338 3.938 -4.459
H -1.026 3.504 -3.709
H 4.788 -0.160 2.296
H 6.914 0.428 1.160
H 6.866 1.313 -1.149
H 4.704 1.679 -2.293
H 2.602 1.149 -1.136
H -0.547 -1.102 1.362
H -1.562 -3.155 0.428
H -0.177 -4.716 -0.894
H 2.208 -4.231 -1.269
H 3.223 -2.172 -0.347
C -3.880 1.082 1.826
C -3.101 0.304 2.825
C -2.952 -1.061 2.831
C -2.132 -1.638 3.832
N -1.572 -0.912 4.767
C -1.761 0.408 4.802
S -1.205 1.348 6.047
N -2.506 1.006 3.806
C -1.861 -3.104 3.860
H -4.352 0.432 1.095
H -3.209 1.779 1.319
H -4.646 1.673 2.328
H -3.430 -1.668 2.077
H -2.524 2.022 3.780
H -2.571 -3.653 3.245
H -1.887 -3.471 4.884
H -0.853 -3.276 3.482
```

Its energy above the lowest of the compared OMol25 structures with the same formula, charge and spin is 0.0 kJ/mol. Its calculated total energy is -217522.3066 eV. The LUMO energy comes out at 0.1 eV. The net charge is 0. The HOMO-LUMO gap comes out at 0.29156 Ha. For the HOMO energy, the calculation gives -7.88 eV.

Atomic partial charges in e from the Löwdin method, atoms 1 to 8: 0.53, 0.34, 0.54, -0.33, -0.12, -0.07, -0.07, -0.09


No. 2
Formula: CH5N3O
Source: the Open Molecules 2025 dataset
Level of theory: ωB97M-V with the def2-TZVPD basis set

Structure (XYZ):
```
10
Properties=species:S:1:pos:R:3
C -0.139 0.919 0.050
N 1.546 -0.741 0.298
N -0.718 -1.392 -0.460
N 0.409 -0.457 0.074
O 0.256 1.679 1.115
H 0.252 1.369 -0.865
H -1.278 0.805 -0.024
H 1.235 1.491 1.358
H -0.445 -2.364 -0.224
H -1.116 -1.309 -1.322
```

Its energy above the lowest of the compared OMol25 structures with the same formula, charge and spin is 333.0 kJ/mol. Its calculated total energy is -7632.1862 eV. The LUMO energy comes out at 0.7 eV. The net charge is 0. The HOMO-LUMO gap comes out at 0.35280 Ha. For the HOMO energy, the calculation gives -8.85 eV.

Atomic partial charges in e from the Löwdin method, atoms 1 to 8: -0.29, 0.13, 0.06, -0.33, -0.06, 0.12, 0.14, 0.14


No. 3
Formula: C31H44N10O10S
Source: the Open Molecules 2025 dataset
Level of theory: ωB97M-V with the def2-TZVPD basis set

Structure (XYZ):
```
96
Properties=species:S:1:pos:R:3
S 0.035 0.276 0.164
O -1.017 1.164 0.071
O 1.245 1.051 0.425
O -0.255 -0.634 1.317
O 0.322 -0.459 -0.966
N 0.637 -2.063 -3.920
C 1.825 -2.040 -4.712
C 1.451 -2.923 -5.925
C 0.167 -3.730 -5.522
C -0.317 -3.137 -4.213
H 0.494 -1.762 -2.816
H 2.576 -1.516 -4.349
H 2.133 -3.020 -6.836
H -0.254 -4.463 -6.065
H -1.058 -3.323 -3.561
N 2.141 1.203 2.904
C 3.420 1.614 3.450
C 3.348 1.536 4.947
C 1.953 0.880 5.209
C 1.269 0.837 3.894
H 2.013 1.081 1.781
H 4.233 1.920 2.578
H 4.136 1.865 5.632
H 1.516 0.678 6.334
H 0.325 0.608 3.535
N 0.707 -3.431 2.213
C 1.315 -3.341 3.405
C 1.894 -4.782 3.614
C 1.477 -5.550 2.426
C 0.795 -4.668 1.453
H 0.258 -2.557 1.933
H 1.501 -2.445 3.857
H 2.309 -5.151 4.581
H 1.550 -6.415 2.245
H 0.366 -4.716 0.478
N 3.688 0.029 -1.214
C 4.911 0.682 -1.000
C 5.919 0.042 -1.995
C 5.222 -1.178 -2.487
C 3.743 -1.081 -1.964
H 2.707 0.269 -0.830
H 4.942 1.414 -0.363
H 7.067 0.449 -2.070
H 5.533 -1.782 -3.157
H 2.928 -1.682 -2.178
N -1.925 3.354 0.926
C -1.661 3.668 2.314
C -2.218 5.086 2.512
C -2.671 5.545 1.181
C -2.394 4.351 0.170
H -1.785 2.403 0.427
H -1.242 3.017 3.060
H -2.139 5.542 3.445
H -3.117 6.422 1.096
H -2.673 4.407 -0.842
N -3.043 0.416 -2.145
C -4.204 1.275 -1.951
C -5.267 0.590 -2.939
C -4.467 -0.133 -3.890
C -3.083 -0.426 -3.198
H -2.387 0.330 -1.469
H -4.396 2.058 -1.164
H -6.304 1.008 -3.213
H -4.959 -0.797 -4.696
H -2.353 -1.057 -3.356
N -2.112 -0.674 3.058
C -2.262 -1.517 4.186
C -3.718 -1.564 4.507
C -4.320 -0.575 3.590
C -3.283 -0.037 2.677
H -1.344 -0.558 2.279
H -1.424 -1.851 4.568
H -4.235 -2.136 5.367
H -5.327 -0.259 3.609
H -3.293 0.752 1.908
C -2.224 -3.587 -0.777
N -1.949 -5.021 -1.215
O -0.926 -5.253 -1.849
O -2.756 -5.817 -0.767
H -2.697 -3.323 -1.611
H -1.267 -2.888 -0.693
H -2.632 -3.423 0.270
C 1.542 4.077 0.713
N 2.833 4.627 0.549
O 3.745 4.189 1.262
O 2.947 5.616 -0.205
H 1.236 3.535 -0.096
H 0.722 4.874 0.517
H 1.689 3.478 1.453
C 0.474 2.283 -3.015
N 0.011 3.733 -3.253
O 0.598 4.548 -2.703
O -0.695 3.985 -4.206
H 0.860 1.719 -3.921
H -0.356 1.747 -2.583
H 1.280 2.509 -2.189
```

Its energy above the lowest of the compared OMol25 structures with the same formula, charge and spin is 357.4 kJ/mol. Its calculated total energy is -79048.3668 eV. The LUMO energy comes out at 3.8 eV. The net charge is -2. The HOMO-LUMO gap comes out at 0.26283 Ha. For the HOMO energy, the calculation gives -3.34 eV.

Atomic partial charges in e from the Löwdin method, atoms 1 to 8: 0.15, -0.31, -0.38, -0.37, -0.31, -0.04, -0.08, -0.06


No. 4
Formula: C21H23N6ORuS4
Source: the Open Molecules 2025 dataset
Level of theory: ωB97M-V with the def2-TZVPD basis set

Structure (XYZ):
```
56
Properties=species:S:1:pos:R:3
Ru 1.366 -1.200 0.703
N -1.807 -4.086 0.211
C -0.674 -3.383 0.201
S -0.183 -2.624 1.712
N 0.027 -3.318 -0.899
N 1.139 -2.582 -0.797
C 2.057 -2.662 -1.699
C 3.310 -1.977 -1.435
C 4.301 -1.799 -2.391
C 5.472 -1.154 -2.023
C 5.627 -0.717 -0.718
C 4.588 -0.917 0.178
N 3.462 -1.528 -0.172
H -2.284 -4.242 1.081
H -2.072 -4.624 -0.598
H 1.914 -3.278 -2.580
H 4.147 -2.158 -3.399
H 6.252 -0.994 -2.756
H 6.536 -0.233 -0.391
H 4.655 -0.581 1.205
S 2.005 1.053 -0.339
C 1.489 2.035 0.970
C 1.174 3.380 0.717
C 0.711 4.197 1.726
C 0.324 5.536 1.406
N 0.004 6.597 1.102
C 0.589 3.688 3.044
C 0.939 2.382 3.316
C 1.385 1.531 2.295
S 1.807 -0.095 2.713
C 0.085 4.523 4.090
N -0.335 5.188 4.927
H 1.272 3.766 -0.288
H 0.854 2.005 4.326
C -3.506 -0.352 1.642
C -3.718 0.868 0.746
C -2.436 1.646 0.472
S -1.271 0.962 -0.761
O -0.779 -0.337 -0.152
C -2.403 0.485 -2.127
C -2.885 -0.963 -2.053
C -2.143 -1.856 -3.046
H -4.423 -0.938 1.704
H -3.233 -0.045 2.653
H -2.707 -0.988 1.261
H -4.412 1.555 1.235
H -4.186 0.570 -0.192
H -1.824 1.716 1.375
H -2.637 2.658 0.109
H -1.810 0.661 -3.025
H -3.209 1.218 -2.116
H -3.959 -1.001 -2.240
H -2.722 -1.350 -1.046
H -2.335 -1.533 -4.070
H -2.467 -2.891 -2.948
H -1.069 -1.814 -2.861
```

As for the expectation value of S²: 6.050. Its calculated total energy is -79053.8438 eV. The LUMO energy (spin up / spin down) comes out at -3.9 / -6.0 eV. The net charge is +1. The HOMO-LUMO gap (spin up / spin down) comes out at 0.27284 / 0.20018 Ha. For the HOMO energy (spin up / spin down), the calculation gives -11.30 / -11.47 eV. The multiplicity is 5.

Atomic partial charges in e from the Löwdin method, atoms 1 to 8: 0.85, 0.12, -0.81, 0.64, 0.00, -0.19, -0.03, -0.28


No. 5
Formula: C14H12AsIrN3O7S2
Source: the Open Molecules 2025 dataset
Level of theory: ωB97M-V with the def2-TZVPD basis set

Structure (XYZ):
```
40
Properties=species:S:1:pos:R:3
Ir 1.754 -0.106 -0.548
N 5.235 1.999 -1.962
C 4.032 1.505 -1.607
S 4.006 -0.069 -0.840
N 2.977 2.221 -1.841
N 1.791 1.608 -1.475
C 0.740 2.372 -1.618
C -0.602 2.047 -1.353
C -1.567 3.076 -1.481
C -2.896 2.818 -1.318
C -3.317 1.499 -1.047
C -2.423 0.473 -0.935
C -1.037 0.723 -1.064
O -0.223 -0.283 -0.987
H 6.081 1.522 -1.714
H 5.281 2.899 -2.404
H 0.973 3.359 -2.005
H -1.224 4.078 -1.709
H -3.626 3.609 -1.407
H -4.374 1.300 -0.923
H -2.733 -0.541 -0.724
O -1.261 1.083 2.170
As 0.221 0.123 2.229
O 0.917 0.184 3.682
O 1.109 0.951 0.963
C -0.590 -1.572 1.711
C -1.917 -1.692 2.122
C -2.618 -2.874 1.929
C -2.005 -3.962 1.332
C -0.685 -3.864 0.928
C 0.011 -2.679 1.117
S 1.677 -2.667 0.532
O 2.255 -1.437 1.155
O 2.294 -3.911 0.833
O 1.639 -2.308 -0.918
H -1.116 1.903 2.659
H -2.405 -0.853 2.594
H -3.646 -2.942 2.260
H -2.547 -4.887 1.188
H -0.181 -4.708 0.476
```

As for the expectation value of S²: 0.773. Its energy above the lowest of the compared OMol25 structures with the same formula, charge and spin is 54.7 kJ/mol. Its calculated total energy is -118861.8080 eV. The LUMO energy (spin up / spin down) comes out at -1.2 / -2.6 eV. The net charge is 0. The HOMO-LUMO gap (spin up / spin down) comes out at 0.26274 / 0.21837 Ha. For the HOMO energy (spin up / spin down), the calculation gives -8.36 / -8.54 eV. The multiplicity is 2.

Atomic partial charges in e from the Löwdin method, atoms 1 to 8: 1.36, 0.08, -0.81, 0.70, 0.01, -0.23, -0.04, -0.14


No. 6
Formula: C5H11N3O
Source: the Open Molecules 2025 dataset
Level of theory: ωB97M-V with the def2-TZVPD basis set

Structure (XYZ):
```
20
Properties=species:S:1:pos:R:3
H 2.931 -0.276 -1.491
N 2.025 0.169 -1.688
C 1.549 0.700 -0.607
C 2.298 0.733 0.691
C 0.194 1.485 -0.710
O -0.169 2.226 0.188
H 2.461 -0.290 1.041
H 1.753 1.286 1.459
H 3.273 1.205 0.541
H -0.204 1.500 -1.736
H -0.541 -0.963 1.739
N -0.043 -1.599 1.113
C -0.527 -1.523 -0.073
N -1.599 -0.753 -0.486
C -2.643 -0.302 0.410
H -0.097 -2.125 -0.889
H -1.915 -0.944 -1.434
H -3.007 -1.118 1.041
H -2.258 0.491 1.058
H -3.482 0.098 -0.167
```

Its energy above the lowest of the compared OMol25 structures with the same formula, charge and spin is 174.4 kJ/mol. Its calculated total energy is -11879.9637 eV. The LUMO energy comes out at 0.2 eV. As for the SMILES: [H]/N=C(\C)C=O.[H]/N=C\NC. The net charge is 0. The HOMO-LUMO gap comes out at 0.34951 Ha. For the HOMO energy, the calculation gives -9.33 eV.

Atomic partial charges in e from the Löwdin method, atoms 1 to 8: 0.06, 0.13, -0.39, -0.06, -0.21, 0.03, 0.08, 0.07


Q: Look up the calculated total energy of the fourth one.
A: -79053.8438 eV


Q: Which of these has the highest calculated total energy?
A: CH5N3O